Molecular formula: C60H50BCaIN11O2
Method: DFT, the ωB97M-V functional and the def2-TZVPD basis

```
126
Properties=species:S:1:pos:R:3:forces:R:3
I -3.2459 0.7781 -2.1820 0.21 0.00 -0.04
Ca 0.2517 -0.2615 -0.8217 -0.28 -0.46 -0.46
O 0.2531 1.3912 0.4314 0.57 1.26 1.03
O -1.8351 0.3078 5.0714 0.05 -0.05 -0.03
N 1.4559 -2.3120 -0.0626 -0.01 -0.26 0.17
N -0.1326 -1.2918 -2.9456 -0.08 -0.23 -0.90
N -1.2407 -1.4290 0.7460 -0.20 -0.32 0.29
N -2.5702 1.7941 0.8381 -0.21 0.07 -0.09
N 1.4680 -4.5804 8.6511 0.02 -0.03 0.07
N 0.5042 -0.8030 -4.0527 0.00 -0.01 0.26
N 1.6271 2.8508 3.3952 0.04 -0.01 0.07
N 2.5050 0.1294 -1.7333 0.39 0.05 -0.54
N 0.5668 1.7422 -3.7977 -0.13 -0.19 0.23
N 0.1183 2.0348 -2.5459 0.14 0.00 -0.29
N 2.5971 0.3978 -3.0709 -0.15 -0.04 0.22
C 4.6449 0.5523 -2.2732 0.06 0.03 -0.06
C -3.4511 -4.6472 -0.8945 -0.01 0.01 0.00
C -1.9368 -2.1621 2.8163 -0.05 0.01 0.05
C -2.1013 -4.5334 -0.5981 -0.01 0.05 0.04
C -2.0990 5.3944 0.6428 -0.02 -0.03 -0.01
C -4.4829 1.3435 -0.6057 -0.15 -0.01 -0.04
C 2.5592 -2.7850 -0.6132 -0.01 0.06 -0.08
C -6.2374 2.1355 1.3827 0.00 0.00 0.00
C 0.9714 -2.4616 5.9028 -0.01 0.05 -0.05
C -5.8523 1.3245 -0.8355 0.02 0.03 0.10
C 3.1906 -0.0811 1.1943 -0.06 -0.02 -0.04
C -3.0440 -1.7443 2.1148 0.02 0.03 -0.03
C 0.8034 -4.3637 3.8811 0.04 0.00 0.02
C 3.3534 -3.5305 0.2961 -0.04 0.05 0.03
C 4.3116 1.0458 -4.7830 0.10 0.01 0.00
C 3.7462 0.2054 -1.2548 -0.07 -0.07 0.36
C 0.6539 2.5261 4.2604 0.02 0.00 -0.04
C 4.1116 -0.0747 0.1532 0.03 0.03 -0.12
C -2.8918 5.1464 -0.4700 0.00 -0.04 0.01
C 0.6323 -1.2119 -6.5260 -0.04 -0.04 -0.07
C -0.8180 -1.9871 1.9489 0.09 0.05 -0.21
C 1.4763 -2.7588 1.2580 -0.07 0.12 -0.07
C 2.6785 -3.4934 1.4902 0.05 0.01 -0.01
C 4.9190 -0.5717 2.7911 -0.03 0.01 0.01
C -6.7367 1.7187 0.1576 0.04 -0.02 0.00
C 0.6876 -3.0110 3.5725 -0.04 0.00 -0.06
C -2.3821 4.4243 -1.5397 -0.02 -0.02 0.00
C -0.5157 3.6456 -3.9871 0.00 -0.01 -0.06
C 3.8767 0.6675 -3.4058 -0.10 0.01 -0.14
C 0.3249 1.8901 1.6144 -0.55 -0.34 -0.33
C -3.9604 1.7309 0.6332 0.22 0.04 -0.10
C -3.9732 -3.9863 -1.9996 0.05 0.00 0.00
C 1.4867 2.5592 2.1172 0.04 -0.06 0.07
C 0.5405 2.6652 -6.1331 -0.04 0.07 -0.05
C 3.5861 -0.3257 2.4989 0.03 0.00 -0.03
C 5.4489 -0.3303 0.4587 0.04 -0.03 0.07
C 1.0057 -4.7689 5.1882 -0.01 -0.02 -0.03
C 5.8507 -0.5750 1.7623 -0.02 -0.01 -0.02
C -0.7903 4.9303 0.6728 -0.03 -0.03 -0.02
C -2.1476 1.5371 2.0123 0.45 0.06 0.22
C -0.9334 -2.2666 -3.3830 -0.05 -0.02 0.27
C -1.6131 1.7066 4.9025 0.00 0.00 0.04
C 2.5887 2.9755 1.1845 0.05 0.02 -0.01
C 0.1923 2.6912 -4.6813 0.11 -0.03 -0.07
C -2.5534 -1.3129 0.8581 -0.05 0.00 -0.06
C 0.7658 -2.0666 4.5919 0.04 0.03 0.06
C -4.8724 2.1439 1.6094 -0.05 0.08 0.05
C 1.0926 -3.8154 6.1993 0.05 -0.10 0.30
C -3.1435 -3.2150 -2.7992 -0.05 -0.01 0.06
C -0.5203 3.1968 -2.6585 -0.05 0.00 0.34
C -1.0804 3.9331 -1.5047 0.01 -0.01 -0.07
C 0.4470 -2.5456 2.1749 0.11 -0.03 0.07
C -1.2724 -3.7566 -1.3940 0.04 0.02 0.01
C -0.7747 1.7851 2.4947 -0.43 -0.05 0.09
C -1.7887 -3.0877 -2.4971 -0.02 0.13 -0.07
C -0.2862 4.2102 -0.3988 0.02 -0.02 0.03
C 1.3027 -4.2401 7.5660 -0.06 0.11 -0.32
C 0.0991 -1.4656 -5.1543 0.10 0.11 -0.07
C -0.5660 2.0191 3.8679 -0.06 -0.02 -0.08
C -0.8360 -2.4006 -4.7704 0.04 -0.07 -0.04
B 1.3971 0.4701 -4.0525 0.05 0.04 -0.05
H 6.8941 -0.7734 1.9739 0.01 0.00 0.00
H -6.2225 1.0060 -1.7999 -0.01 -0.01 -0.02
H -3.0039 4.2158 -2.4020 -0.02 -0.01 -0.01
H 2.8458 -0.3077 3.2886 0.00 0.00 0.02
H -3.5493 -2.6780 -3.6479 0.00 0.00 -0.01
H -1.2772 2.0726 5.8733 -0.01 0.03 -0.01
H 5.7048 0.7214 -2.1979 0.01 0.00 0.00
H -1.9153 -2.5947 3.8050 0.01 -0.01 0.00
H 1.0291 -1.7254 6.6924 -0.01 0.00 0.01
H -3.9156 5.4992 -0.4986 -0.01 0.01 0.00
H -7.8014 1.7111 -0.0342 -0.02 0.00 0.00
H -2.5623 2.2044 4.6754 -0.01 0.06 -0.01
H 0.6526 -1.0150 4.3583 -0.01 0.00 -0.01
H -4.0741 -1.7445 2.4344 -0.02 -0.02 0.01
H 0.3100 3.6368 -6.5693 0.00 -0.01 -0.01
H -0.1627 5.1139 1.5366 0.00 0.02 0.01
H 5.3850 1.2340 -4.7747 -0.01 0.00 -0.01
H -1.8350 -0.1214 4.2034 -0.02 0.00 0.03
H -0.9280 4.5641 -4.3694 -0.01 0.01 -0.01
H -5.0283 -4.0601 -2.2316 -0.01 -0.01 0.00
H 3.8089 1.9490 -5.1300 -0.01 0.02 0.02
H -1.6914 -5.0272 0.2742 0.00 -0.01 0.00
H -1.3408 -3.1171 -5.3954 0.00 -0.02 -0.01
H -3.1453 -0.9257 0.0425 0.01 -0.01 0.03
H 2.7916 -2.5605 -1.6457 0.01 -0.01 -0.02
H 0.7323 -5.0951 3.0867 -0.01 0.00 0.00
H 0.7293 3.8423 -0.3874 -0.03 0.00 0.00
H 2.1482 0.1208 1.0013 0.02 0.12 -0.03
H -2.8594 1.1904 2.7689 0.04 -0.03 0.03
H 0.8514 2.7208 5.3090 0.02 0.01 0.02
H 2.6208 4.0668 1.1239 0.00 0.01 -0.01
H -4.4858 2.5189 2.5487 -0.03 0.00 0.00
H -4.0990 -5.2381 -0.2590 0.00 0.00 0.00
H 1.8511 0.5467 -5.1565 -0.01 0.01 0.06
H 4.3061 -3.9896 0.0883 0.02 -0.03 -0.01
H 0.3861 -0.2136 -6.8850 -0.01 0.00 0.00
H -0.2253 -3.6489 -1.1480 0.04 0.02 0.01
H -2.5011 5.9455 1.4842 0.00 0.01 0.01
H 4.1057 0.2583 -5.5078 0.00 -0.02 0.01
H 1.7170 -1.3110 -6.5611 0.01 -0.01 0.02
H 2.4420 2.5704 0.1841 -0.02 -0.03 0.01
H 1.5966 2.4556 -6.2997 0.02 0.00 0.02
H 0.1986 -1.9388 -7.2122 0.00 0.01 0.00
H 2.9939 -3.9181 2.4287 0.00 -0.02 0.02
H -6.9098 2.4710 2.1617 -0.01 0.00 0.01
H 6.1831 -0.3524 -0.3359 0.02 0.00 0.00
H -0.0324 1.9139 -6.6789 -0.02 -0.01 0.02
H 5.2285 -0.7584 3.8116 0.01 0.00 0.01
H 1.0933 -5.8191 5.4318 0.00 0.00 0.01
H 3.5525 2.6375 1.5637 0.01 0.02 0.02
```
Forces are in eV/Å.

F_max = 0.03355 hartree/bohr
E_HOMO = -4.89 eV
Multiplicity = 1
Net charge = -1
HOMO-LUMO gap = 6.65 eV
ΔE to the lowest compared entry with this formula, charge and spin = 0.00 kcal/mol
Energy = -4069.74094 Eh